(1)
{"formula": "C36H34BGeIrN8S", "method": "wB97M-V/def2-TZVPD", "elements": ["C", "C", "H", "N", "C", "C", "C", "C", "H", "H", "C", "H", "C", "C", "H", "C", "N", "N", "H", "C", "N", "H", "C", "S", "C", "C", "H", "C", "Ge", "Ir", "C", "B", "N", "H", "H", "H", "C", "C", "C", "H", "H", "C", "H", "C", "H", "H", "H", "H", "N", "C", "C", "H", "C", "H", "H", "C", "H", "C", "H", "H", "C", "C", "H", "C", "C", "H", "C", "H", "N", "C", "C", "C", "N", "H", "H", "H", "H", "H", "C", "H", "C", "H"], "positions_angstrom": [[1.842233, -2.735274, 6.287192], [-3.174885, 3.820883, 1.010258], [-3.689167, 0.160579, -1.830027], [1.319317, -1.315409, 3.903242], [-0.143503, 1.668357, -4.780383], [0.172753, -2.081702, 8.427951], [1.581972, 3.632965, -1.441151], [-1.087326, -2.168047, 1.087065], [3.898196, -0.281796, 1.429414], [5.888973, -0.022411, -0.009685], [3.793040, -0.183541, 0.358698], [0.386320, 2.322306, -0.215697], [1.941923, 3.978940, -2.708957], [-0.910735, -1.243561, -2.570049], [0.172600, -0.132141, 4.997441], [-0.063775, -2.202830, -2.018469], [1.377002, -0.328215, 0.619348], [1.640778, -0.978373, 1.694714], [-2.111170, -4.106608, 0.837509], [2.370355, -0.092188, -1.597165], [0.785408, -0.956801, 5.002098], [2.608312, -4.271276, 7.554552], [0.106296, -1.343569, 7.259953], [0.262968, 0.994667, 2.929564], [-1.619919, -1.584773, -3.724755], [-1.913669, 3.264719, 0.859030], [-0.113761, 1.457013, -6.893618], [0.016943, 1.971839, -2.310221], [-1.182144, 0.531877, -1.778053], [-0.410246, 0.663297, 0.598272], [0.292704, 1.976146, -6.035377], [-3.918311, 0.194969, 1.127010], [-2.015148, 1.927826, 0.802668], [-0.590922, -0.519313, 7.160225], [-2.015103, -3.065278, -5.221516], [-3.153281, 1.123884, -3.220845], [0.107608, -3.444850, -2.617482], [2.520363, -0.192224, -0.215717], [-4.027022, 2.731023, 1.049102], [2.692366, 4.742048, -2.876232], [-4.278175, 0.117133, 2.278870], [4.902463, -0.040085, -0.452118], [-0.469690, -1.827619, 9.259586], [-2.140485, -3.032271, 0.877578], [-0.452451, -4.719266, -4.251840], [0.468794, -1.991642, -1.102435], [2.534631, 4.416958, -5.288782], [-0.050357, -2.393929, 1.253829], [-2.867851, -0.933316, 0.858476], [4.751722, 0.080202, -1.829701], [0.927532, -1.691282, 6.192617], [3.365119, 0.101336, -3.474399], [-3.242173, -2.204876, 0.733420], [-4.839383, 0.037463, 0.368040], [5.624442, 0.191660, -2.459804], [-0.581887, -3.753754, -3.780155], [-3.429516, 4.862956, 1.086610], [1.788897, 3.642359, -5.152853], [-4.280873, -2.446863, 0.579322], [2.479353, -2.963382, 5.444438], [0.622878, 2.614644, -1.261359], [1.900749, -3.458852, 7.462368], [-0.957251, 3.757096, 0.806702], [0.392755, 2.318951, -3.640434], [1.057639, -3.146989, 8.524876], [1.618915, 3.204524, -7.225164], [1.086590, -0.506874, 2.844778], [-3.342038, 1.890075, -1.641169], [-1.532584, -0.895151, 1.087285], [1.369316, 3.329308, -3.834619], [1.275241, 2.975054, -6.225040], [-3.037955, 0.974167, -2.145361], [-3.308152, 1.611672, 0.923643], [-5.097699, 2.678230, 1.158479], [1.086556, -3.740904, 9.428386], [0.781852, -4.166569, -2.172500], [1.392957, -0.162512, -2.041493], [-2.319822, -0.883273, -4.165532], [-1.454548, -2.824053, -4.327261], [2.032261, 4.115785, -0.583161], [3.485676, 0.042327, -2.400617], [-0.901781, 0.908372, -4.643381]], "forces_ev_per_a": [[0.026, -0.005, -0.116], [0.018, -0.025, -0.007], [-0.007, 0.004, -0.002], [0.108, -0.100, -0.446], [-0.017, -0.026, 0.106], [-0.010, 0.027, -0.005], [0.051, -0.063, 0.343], [-0.144, 0.085, 0.214], [0.015, 0.059, -0.002], [-0.004, 0.013, 0.001], [-0.021, 0.029, 0.098], [0.083, 0.329, 0.232], [-0.047, -0.069, -0.124], [0.100, 0.028, -0.109], [0.008, -0.011, 0.028], [-0.076, -0.117, -0.137], [-0.392, -0.026, 0.778], [1.270, 0.434, 0.106], [-0.002, 0.020, -0.004], [-0.006, 0.055, 0.030], [-0.136, -0.037, 0.350], [-0.022, -0.017, -0.015], [-0.060, 0.046, -0.035], [0.172, -0.203, 0.313], [0.030, -0.012, 0.022], [-0.082, 0.078, 0.022], [-0.008, 0.012, 0.011], [0.128, -0.031, -0.210], [-0.318, -0.536, 0.545], [0.204, 1.293, -1.196], [0.043, 0.066, -0.044], [-0.139, -0.013, 0.253], [0.075, 0.074, 0.120], [0.006, -0.014, 0.037], [0.018, 0.001, 0.000], [-0.028, -0.002, 0.015], [0.008, 0.058, 0.064], [-0.208, -0.545, -0.552], [0.031, 0.057, -0.081], [-0.035, 0.025, 0.018], [0.088, -0.034, -0.016], [0.007, 0.019, -0.067], [-0.007, -0.015, -0.009], [-0.056, -0.069, 0.064], [0.011, 0.009, 0.006], [0.057, -0.002, 0.006], [-0.007, -0.021, -0.014], [-0.017, -0.047, -0.141], [0.091, 0.150, -0.223], [-0.003, -0.033, 0.044], [0.003, 0.051, -0.042], [-0.003, 0.029, 0.012], [-0.021, -0.113, -0.019], [0.080, -0.023, -0.023], [-0.005, -0.002, 0.011], [-0.022, -0.009, 0.015], [0.004, -0.019, -0.008], [0.026, 0.039, 0.094], [0.004, 0.045, 0.043], [0.007, -0.034, 0.030], [-0.009, -0.229, -0.415], [-0.013, 0.000, 0.028], [-0.009, -0.036, -0.059], [0.098, 0.225, 0.106], [0.007, -0.012, -0.004], [-0.027, 0.019, 0.009], [-0.783, -0.031, 0.178], [0.011, 0.012, -0.053], [-0.076, -0.886, -0.066], [0.082, -0.046, -0.019], [-0.045, -0.061, -0.012], [-0.061, 0.177, -0.022], [-0.135, -0.038, -0.014], [0.031, -0.031, 0.026], [0.052, 0.042, 0.015], [-0.025, -0.009, -0.015], [0.039, 0.026, -0.026], [0.010, 0.000, 0.002], [-0.053, 0.010, -0.002], [0.012, 0.003, -0.023], [0.017, 0.038, -0.013], [0.009, -0.040, -0.005]], "e_lumo_ev": [-4.60, -5.42], "multiplicity": 2, "largest_force_ev_per_a": 1.77, "e_tot_ha": -4434.33928, "charge": 1}

(2)
{"formula": "C17H18N6O2S", "method": "wB97M-V/def2-TZVPD", "elements": ["C", "H", "N", "H", "H", "H", "H", "C", "C", "H", "N", "N", "N", "H", "N", "H", "H", "N", "C", "H", "H", "C", "H", "C", "C", "H", "C", "C", "H", "C", "C", "C", "C", "H", "C", "O", "H", "S", "C", "H", "O", "C", "H", "C"], "positions_angstrom": [[-2.074070, -2.493193, 1.439042], [3.271261, -0.836324, -1.002924], [0.689380, -3.287087, 2.070341], [2.574355, 4.390216, -3.675360], [-4.945367, -3.081952, 3.054687], [-4.365768, -4.294215, 1.868339], [0.965812, 4.476395, 0.297691], [1.629914, 3.293508, -2.053232], [-2.692019, -2.982285, 2.643864], [-0.844415, 2.615285, -0.884133], [2.069086, -3.042492, 2.233910], [-2.672486, -1.284185, -0.354739], [1.317026, -1.491631, 0.727420], [-0.781848, 2.047667, 0.628462], [-1.185858, -1.439143, -0.484858], [3.872760, 0.264668, -3.026588], [-2.139574, -4.161630, 2.719315], [1.432539, -0.346127, 0.003616], [-0.917255, -1.826618, 0.920105], [0.435278, 5.816508, -0.389187], [-4.883969, -1.442799, 1.675319], [3.095653, 2.304003, -3.609273], [-2.621465, -2.495940, 3.570768], [2.248754, 3.313663, -3.391847], [2.349101, -0.230698, -0.978489], [2.613625, -3.750042, 2.810557], [2.574802, -2.181177, 1.210198], [3.081991, 1.284922, -2.729693], [-0.808797, 0.936820, -0.716257], [-4.227930, -3.292451, 2.105686], [0.323208, -2.108298, 1.240952], [1.677162, 2.154726, -1.351998], [-4.595006, -2.155073, 1.120062], [-3.046371, -0.608923, -0.926060], [2.383353, 0.984321, -1.749698], [0.980279, 4.307449, -1.696679], [3.612435, 2.267276, -4.365602], [4.320271, -1.736011, 1.280813], [1.167784, 5.064250, -0.389354], [-5.247066, -2.723361, 0.248335], [0.859631, 2.167713, -0.075756], [-0.268244, 1.890190, -0.208994], [2.138270, 5.509313, -0.402266], [-3.366223, -1.797236, 0.593503]], "forces_ev_per_a": [[-2.587, 5.630, -2.142], [-0.796, -0.431, -0.396], [0.216, 5.376, -1.667], [-1.416, -1.873, -0.523], [1.462, -0.875, -1.974], [-0.122, -1.516, -1.083], [-1.253, -5.624, 6.686], [2.236, -2.211, -3.387], [-0.155, -6.734, -1.657], [0.253, 0.164, 0.095], [-0.641, -0.033, -3.238], [2.814, -0.494, -1.226], [9.060, -0.823, -0.145], [-2.258, 0.107, 4.073], [-3.426, 1.266, 4.631], [-2.109, 3.075, 0.498], [-1.683, 3.206, 0.639], [0.556, 0.387, -3.526], [-9.057, -1.906, -4.985], [-0.938, 1.035, -0.457], [-3.680, 5.374, 3.477], [-4.950, 0.808, 5.464], [0.166, 0.807, 1.098], [0.732, 3.908, 3.326], [-0.964, -1.023, 4.183], [-0.735, 1.511, -1.489], [0.830, 0.277, 3.958], [8.644, -6.652, -7.427], [2.354, 0.836, 1.225], [0.010, 3.314, 5.288], [3.439, -6.696, 4.837], [-2.621, -1.672, 3.790], [-0.842, -8.180, -5.049], [-0.778, 1.498, -2.424], [-5.648, 1.566, 7.263], [-2.749, 5.799, 2.403], [5.695, -0.313, -7.613], [-3.170, -0.581, -0.871], [1.519, 2.980, -7.872], [0.756, 2.259, 2.255], [17.074, 2.463, -1.025], [-16.010, -3.043, -6.700], [0.716, 0.023, 0.180], [10.054, -2.990, 1.509]], "e_lumo_ev": -0.51, "largest_force_ev_per_a": 17.62, "e_tot_ha": -1535.15375, "smiles": "COc1cccc(/C=N/n2c(-c3n[nH]c4c3CCC4)n[nH]c2=S)c1OC"}

(3)
{"formula": "C23H30NO4S2V", "method": "wB97M-V/def2-TZVPD", "elements": ["H", "H", "V", "C", "C", "H", "O", "H", "S", "C", "H", "C", "H", "O", "H", "H", "C", "H", "H", "C", "H", "H", "C", "N", "H", "H", "O", "H", "C", "H", "S", "C", "H", "H", "H", "H", "H", "H", "C", "C", "H", "C", "H", "H", "C", "C", "C", "H", "C", "O", "C", "C", "H", "C", "H", "C", "H", "C", "C", "C", "H"], "positions_angstrom": [[2.957111, 1.741331, -3.923932], [4.666641, 3.108415, -0.872394], [0.176991, -1.479926, -0.828948], [3.143730, 2.362907, -3.048429], [-3.355339, 1.319005, -2.724302], [-0.166219, 0.844839, -3.758258], [-1.320108, -2.632746, -0.684547], [2.986927, 2.984971, -0.343289], [-0.103058, -0.992354, 2.458473], [-1.104281, 1.592304, 2.392638], [3.941303, 3.062453, -3.296007], [-2.582014, -0.840234, -2.074182], [4.685857, 0.055975, -3.072377], [2.203592, -3.922697, -0.930075], [-4.151561, 2.050748, -2.769990], [5.196834, 0.084892, -1.368336], [-0.614005, 3.095152, 4.207646], [-3.674569, -3.011946, 0.712525], [-4.574136, -0.108329, -1.682602], [2.601703, -4.260756, 0.451947], [-2.471653, -0.347407, 0.483337], [-0.683288, -1.417168, -2.947959], [2.540209, 0.584963, -1.509407], [1.699119, -0.154208, -1.241611], [2.173876, -3.532125, 1.135130], [2.250644, 2.940179, -2.808686], [0.971732, -2.599343, -2.263391], [-4.773513, -2.025372, -0.214341], [0.323842, 0.886163, 4.248665], [0.945083, 0.133628, 4.719271], [-2.759965, -2.439681, -1.307009], [0.157256, 2.131663, 4.838351], [-1.581839, 1.386215, 1.443363], [-4.134252, -0.115511, 0.938188], [-3.766125, -1.746902, 2.875637], [-2.985561, -0.196450, 2.983431], [3.685238, -4.234859, 0.456276], [2.230438, -5.263661, 0.630813], [-3.745172, -2.074297, 0.153806], [-3.320575, -0.839418, 0.962527], [0.642439, 2.347203, 5.780187], [-0.323938, 0.631789, 3.040530], [-1.587339, -2.169137, 3.713047], [-0.733471, 4.068159, 4.665511], [1.405789, -2.990733, -1.179213], [3.871528, 2.409528, -0.615285], [4.862528, 0.694329, -2.207355], [-1.823135, 3.601094, 2.503708], [-1.336337, -0.587014, -2.670688], [0.082747, -0.867129, 0.870801], [-1.233773, 2.832254, 2.984345], [3.615976, 1.523531, -1.847219], [-1.543607, -2.766971, 2.062140], [-1.108762, 0.654638, -3.261614], [-1.949455, 2.568780, -3.747904], [-1.673972, -1.862824, 2.664667], [5.660264, 1.392830, -2.457730], [-2.115441, 1.611159, -3.273578], [-2.983432, -1.132515, 2.423112], [-3.600002, 0.089591, -2.110049], [4.200499, 1.821025, 0.240633]], "forces_ev_per_a": [[0.003, 0.000, -0.003], [0.000, 0.003, 0.009], [0.073, 0.189, -0.020], [0.008, -0.004, 0.012], [-0.038, -0.008, 0.014], [-0.004, 0.003, -0.002], [-0.155, 0.060, -0.082], [0.003, 0.003, -0.003], [0.206, -0.103, -0.118], [-0.001, 0.016, 0.005], [-0.005, 0.002, -0.009], [0.019, 0.006, 0.004], [-0.001, 0.003, -0.001], [0.026, -0.016, -0.047], [0.005, 0.002, 0.000], [0.000, 0.006, 0.003], [-0.015, 0.006, -0.016], [-0.020, -0.005, 0.005], [0.000, -0.015, 0.009], [-0.027, 0.023, -0.078], [-0.032, 0.001, -0.022], [0.038, 0.001, 0.009], [0.065, 0.025, 0.014], [-0.023, 0.074, -0.062], [0.007, -0.004, 0.017], [0.002, 0.004, 0.002], [0.027, -0.050, 0.001], [-0.001, -0.001, -0.007], [0.019, 0.040, -0.020], [-0.002, 0.001, -0.001], [0.086, -0.085, 0.098], [0.008, -0.028, 0.011], [0.031, 0.001, 0.018], [-0.007, -0.001, -0.001], [-0.016, 0.016, -0.011], [-0.004, -0.022, 0.019], [0.006, -0.006, 0.013], [0.006, -0.004, 0.013], [0.008, 0.017, -0.029], [0.024, -0.003, -0.021], [-0.004, 0.005, 0.000], [-0.009, 0.029, -0.017], [-0.022, -0.008, -0.010], [0.002, -0.001, -0.001], [-0.058, 0.053, 0.284], [0.002, -0.005, -0.004], [0.007, 0.007, -0.002], [0.001, 0.001, 0.000], [-0.029, -0.053, 0.021], [-0.214, -0.119, -0.012], [0.003, 0.013, 0.024], [-0.057, -0.053, -0.009], [-0.020, -0.009, 0.008], [0.022, -0.004, -0.012], [0.005, -0.001, -0.002], [0.002, -0.039, -0.015], [0.005, -0.009, -0.003], [0.009, -0.001, 0.000], [0.007, 0.003, 0.020], [0.027, 0.044, 0.006], [0.002, 0.001, -0.001]], "e_lumo_ev": [-11.10, -10.43], "multiplicity": 2, "largest_force_ev_per_a": 0.29, "e_tot_ha": -2989.51119, "charge": 3}